Here is a gas-phase ion, C9H14N3 (charge +1) from OMol25. Energies are from ωB97M-V/def2-TZVPD.

The geometry in XYZ format:
```
26
C9H14N3 | OMol25 | ωB97M-V/def2-TZVPD
H -1.20 -0.63 -2.32
C -0.08 0.97 -0.38
C -2.23 -1.38 -0.34
N 0.83 2.97 0.18
H -0.62 4.06 -0.84
H -2.59 -2.54 -0.36
H -1.70 -0.62 1.71
H 3.08 1.14 0.39
H 1.71 -1.00 -0.85
C 1.86 -0.60 1.14
C -1.04 -1.25 -1.39
H 2.71 -1.23 1.21
H 0.99 -2.28 0.04
N -0.89 1.97 -0.79
C 2.14 0.89 0.89
C -1.29 -1.08 0.77
H 1.22 -0.79 1.91
C -0.28 3.11 -0.50
N 1.10 -1.20 -0.07
C 0.98 1.61 0.22
H -0.98 -2.03 1.09
H -1.91 2.01 -1.12
H -0.65 -2.17 -1.74
H 2.23 1.41 1.88
C -0.24 -0.62 -0.25
H -3.13 -0.73 -0.51
```

structure (SMILES) = c1nc2c([nH]1)C1(CCC1)[NH2+]CC2
net charge = +1
ΔE to the lowest compared entry with this formula, charge and spin = 38.5 kcal per mole
orbital gap = 9.0793 eV